A cluster of 12 separate species, C36H84N12O12 in total in a non-equilibrium geometry. Source: OMol25; level of theory: ωB97M-V/def2-TZVPD.

Geometry (Å):
C 15.174 -9.115 11.865
O 14.188 -9.805 12.064
N 16.458 -9.535 11.899
C 17.458 -8.569 11.757
C 16.734 -10.918 12.317
H 15.050 -8.037 11.597
H 18.070 -8.312 12.607
H 17.044 -7.667 11.329
H 18.164 -8.882 10.981
H 16.795 -10.970 13.412
H 15.915 -11.541 12.004
H 17.753 -11.210 11.901
C 9.264 -7.723 11.267
O 10.017 -8.201 10.371
N 9.576 -7.446 12.554
C 8.546 -7.222 13.541
C 10.981 -7.715 13.013
H 8.301 -7.287 11.038
H 7.609 -7.215 13.002
H 8.684 -6.195 13.977
H 8.762 -7.936 14.297
H 10.967 -8.575 13.693
H 11.630 -7.897 12.156
H 11.349 -6.854 13.597
C 16.146 -9.901 17.256
O 15.590 -9.875 18.322
N 17.461 -10.207 17.187
C 18.230 -10.103 15.888
C 18.154 -10.674 18.331
H 15.687 -9.801 16.259
H 17.638 -9.764 15.064
H 18.755 -10.995 15.589
H 18.972 -9.349 16.064
H 18.403 -11.745 18.291
H 19.108 -10.243 18.400
H 17.628 -10.364 19.210
C 15.236 -5.267 13.725
O 16.116 -5.556 12.926
N 14.832 -6.000 14.780
C 13.690 -5.684 15.537
C 15.514 -7.232 14.999
H 14.763 -4.289 13.734
H 13.010 -6.557 15.569
H 13.096 -4.920 14.996
H 13.822 -5.394 16.570
H 15.703 -7.448 16.032
H 14.961 -8.086 14.591
H 16.518 -7.162 14.515
C 17.456 -13.756 14.050
O 17.538 -12.883 14.910
N 18.068 -14.930 14.120
C 17.815 -16.109 13.280
C 18.789 -15.263 15.318
H 16.846 -13.646 13.205
H 17.393 -16.838 13.823
H 18.710 -16.570 12.833
H 17.152 -15.806 12.393
H 19.056 -14.328 15.838
H 18.003 -15.742 15.966
H 19.555 -16.004 15.052
C 8.111 -10.609 15.360
O 8.411 -10.403 14.215
N 8.047 -11.806 16.013
C 7.547 -11.854 17.372
C 8.232 -13.056 15.290
H 7.779 -9.725 16.039
H 7.113 -10.863 17.560
H 8.301 -12.142 18.118
H 6.823 -12.707 17.300
H 7.292 -13.443 14.974
H 8.815 -12.889 14.364
H 8.869 -13.751 15.879
C 9.678 -12.297 8.482
O 9.056 -13.212 9.014
N 10.641 -11.560 9.027
C 10.943 -11.756 10.410
C 11.017 -10.322 8.380
H 9.445 -12.026 7.423
H 9.914 -11.659 10.914
H 11.652 -11.024 10.813
H 11.280 -12.745 10.591
H 10.250 -10.067 7.632
H 11.176 -9.506 9.074
H 11.911 -10.576 7.785
C 15.360 -14.443 16.154
O 15.465 -15.029 15.102
N 14.184 -14.342 16.817
C 14.224 -13.785 18.148
C 13.012 -15.040 16.425
H 16.280 -13.938 16.558
H 14.246 -14.520 18.960
H 13.325 -13.180 18.356
H 15.070 -13.101 18.195
H 12.652 -15.642 17.300
H 12.190 -14.454 16.039
H 13.310 -15.806 15.699
C 10.194 -16.836 15.450
O 9.758 -15.797 15.980
N 10.928 -16.760 14.317
C 10.985 -18.086 13.616
C 10.983 -15.569 13.460
H 10.091 -17.857 15.851
H 11.100 -18.994 14.266
H 11.849 -18.000 12.962
H 10.110 -18.252 13.058
H 10.940 -14.639 14.039
H 11.862 -15.577 12.805
H 10.121 -15.456 12.801
C 11.303 -11.113 18.589
O 10.827 -11.481 17.523
N 11.945 -9.956 18.790
C 12.645 -9.694 20.028
C 11.991 -8.983 17.785
H 11.026 -11.723 19.495
H 12.207 -10.284 20.835
H 12.645 -8.654 20.263
H 13.752 -9.927 20.003
H 11.693 -7.971 18.111
H 13.041 -8.861 17.402
H 11.357 -9.246 16.922
C 12.681 -15.613 10.112
O 12.665 -16.482 10.968
N 13.786 -14.937 9.742
C 13.772 -14.164 8.545
C 14.988 -15.153 10.465
H 11.841 -15.307 9.592
H 12.775 -14.063 8.324
H 14.494 -14.591 7.833
H 14.177 -13.142 8.725
H 15.171 -14.194 10.939
H 14.882 -15.835 11.348
H 15.888 -15.335 9.864
C 13.628 -12.812 13.386
O 13.146 -13.225 12.319
N 12.943 -12.126 14.364
C 13.720 -11.464 15.473
C 11.577 -11.671 14.127
H 14.680 -12.832 13.578
H 13.457 -10.406 15.493
H 14.763 -11.606 15.330
H 13.420 -11.903 16.416
H 11.018 -12.204 13.394
H 11.069 -11.756 15.124
H 11.484 -10.603 13.885

## Properties
* ΔE to the lowest compared entry with this formula, charge and spin: 9.2907 eV
* orbital gap: 8.7 eV
* SMILES: CN(C)C=O.CN(C)C=O.CN(C)C=O.CN(C)C=O.CN(C)C=O.CN(C)C=O.CN(C)C=O.CN(C)C=O.CN(C)C=O.CN(C)C=O.CN(C)C=O.CN(C)C=O
* LUMO level: 0.39 eV
* maximum force: 5.1 eV Å⁻¹

A structure of composition C36H40N4O4Sn. Source: OMol25; level of theory: ωB97M-V/def2-TZVPD.

Geometry (Å):
Sn -0.003 0.493 0.027
C 3.044 3.284 0.658
C 2.141 3.686 -0.487
O 0.753 3.766 -0.157
C 0.413 4.716 0.837
C 0.029 4.119 2.215
O 0.393 2.763 2.306
C 0.331 2.260 3.624
C 0.467 0.728 3.638
O 1.284 0.159 2.628
C 2.685 0.312 2.770
C 3.233 1.656 2.334
O 2.807 1.945 1.024
H 2.863 3.945 1.518
H 4.089 3.419 0.350
H 2.207 2.936 -1.276
H 2.481 4.655 -0.867
H -0.446 5.274 0.461
H 1.236 5.425 0.963
H -1.051 4.221 2.381
H 0.534 4.699 2.999
H -0.631 2.509 4.090
H 1.119 2.735 4.226
H -0.509 0.271 3.485
H 0.834 0.438 4.629
H 3.127 -0.472 2.154
H 2.978 0.151 3.814
H 4.329 1.617 2.386
H 2.893 2.447 3.013
C -5.605 0.710 0.698
C -5.368 -0.661 0.687
C -4.089 -1.167 0.848
C -2.986 -0.310 1.020
C -3.250 1.070 1.068
C -4.532 1.570 0.893
N -1.676 -0.773 1.076
C -1.331 -1.842 1.880
C -2.037 -2.190 3.051
C -1.577 -3.187 3.897
C -0.402 -3.878 3.619
C 0.303 -3.553 2.467
C -0.151 -2.563 1.612
H -6.607 1.098 0.565
H -6.198 -1.346 0.544
H -3.916 -2.237 0.820
H -2.418 1.745 1.243
H -4.697 2.642 0.925
H -2.943 -1.648 3.297
H -2.140 -3.420 4.794
H -0.043 -4.651 4.286
H 1.211 -4.090 2.221
H 0.405 -2.327 0.710
N -1.697 2.121 -2.296
C -2.773 2.364 -3.068
C -3.560 1.237 -3.017
C -2.872 0.355 -2.167
N -1.742 0.900 -1.745
H -0.927 2.730 -2.056
H -2.901 3.298 -3.591
H -4.506 1.075 -3.506
H -3.157 -0.633 -1.836
N 1.027 -0.219 -1.718
C 1.342 -1.247 -2.379
C 2.383 -1.164 -3.462
C 2.362 -2.003 -4.573
C 3.313 -1.869 -5.577
C 4.301 -0.901 -5.479
C 4.332 -0.061 -4.370
C 3.378 -0.192 -3.374
C 0.697 -2.590 -2.141
C -0.683 -2.655 -1.950
C -1.305 -3.855 -1.645
C -0.547 -5.012 -1.515
C 0.826 -4.962 -1.715
C 1.444 -3.761 -2.041
H 1.589 -2.757 -4.662
H 3.283 -2.528 -6.437
H 5.043 -0.799 -6.261
H 5.105 0.693 -4.284
H 3.384 0.453 -2.503
H -1.258 -1.740 -2.043
H -2.377 -3.885 -1.490
H -1.023 -5.948 -1.250
H 1.419 -5.863 -1.616
H 2.517 -3.730 -2.197

## Properties
* ΔE to the lowest compared entry with this formula, charge and spin: 0.7542 eV
* orbital gap: 6.9 eV
* LUMO level: 0.51 eV
* maximum force: 0.6 eV Å⁻¹

Energy, record by record: -2981.9753; -2130.0016 hartree